# 1
ORCA calculation (ωB97M-V with the def2-TZVPD basis set) on C21H45NNbO4 as an isolated structure.

XYZ file:
```
72
C21H45NNbO4, DFT ωB97M-V with the def2-TZVPD basis set
C 4.36 -2.89 -1.75
C 4.64 -2.61 -3.02
C 4.86 -1.89 -4.47
C 4.18 -0.42 -4.50
C 2.81 -0.33 -5.35
Nb 0.93 -0.84 -4.12
N 1.30 -2.92 -4.48
H 3.96 -2.88 -0.67
H 4.50 -2.58 -5.32
H 6.01 -1.71 -4.55
H 4.01 -0.10 -3.40
H 4.94 0.33 -4.98
H 2.79 -1.02 -6.29
H 2.68 0.76 -5.73
H -0.09 -0.66 -5.63
H -0.63 -1.21 -3.20
H 1.84 -0.94 -2.56
H 0.69 0.93 -3.80
H 0.58 -3.31 -5.13
H 1.17 -3.42 -3.57
C 0.92 -1.05 2.95
C 0.42 -1.45 1.58
C 1.67 -2.04 0.95
O 2.44 -2.61 2.02
C 1.89 -2.17 3.27
H 0.13 -0.95 3.69
H 1.45 -0.09 2.89
H -0.35 -2.22 1.67
H 0.01 -0.62 1.00
H 2.28 -1.27 0.47
H 1.44 -2.81 0.21
H 1.38 -3.02 3.73
H 2.70 -1.84 3.93
C -0.70 5.01 -4.27
C -1.75 5.29 -3.22
C -2.10 3.90 -2.74
O -0.93 3.10 -2.89
C 0.03 3.82 -3.67
H -0.05 5.85 -4.48
H -1.19 4.71 -5.21
H -1.30 5.87 -2.40
H -2.61 5.85 -3.59
H -2.89 3.46 -3.35
H -2.43 3.89 -1.69
H 0.83 4.15 -3.01
H 0.45 3.16 -4.44
C 0.00 -3.11 8.19
C -0.14 -1.61 8.03
C 1.19 -1.24 7.40
O 1.61 -2.37 6.62
C 0.77 -3.49 6.94
H -0.96 -3.63 8.26
H 0.58 -3.34 9.08
H -0.95 -1.38 7.34
H -0.32 -1.09 8.97
H 1.96 -1.07 8.17
H 1.12 -0.36 6.77
H 0.10 -3.66 6.09
H 1.39 -4.38 7.09
C -3.99 1.23 0.26
C -4.92 1.23 -0.93
C -6.18 1.84 -0.34
O -5.77 2.73 0.70
C -4.38 2.51 0.97
H -2.94 1.19 0.00
H -4.22 0.36 0.90
H -4.52 1.89 -1.71
H -5.08 0.25 -1.36
H -6.82 1.07 0.11
H -6.77 2.39 -1.09
H -3.82 3.36 0.58
H -4.22 2.46 2.05
```

As for the HOMO-LUMO gap: 6.46 eV. The value obtained for the HOMO energy is -4.25 eV. The total charge is -1. As for the LUMO energy: 2.21 eV. The calculation puts the total energy at -33726.5578 eV.

Atom charges from the Mulliken analysis, given in e for atoms 1 to 2: atom 1 (C): 0.014, atom 2 (C): -0.347

---

# 2
ORCA calculation (ωB97M-V with the def2-TZVPD basis set) on a 4-piece molecular cluster, C21H45NO7P2 overall.

XYZ file:
```
76
C21H45NO7P2, DFT ωB97M-V with the def2-TZVPD basis set
C -1.11 -2.15 0.76
C 0.01 -3.20 0.72
C 1.45 -2.66 0.56
C 1.75 -1.32 1.26
P 2.25 0.05 0.12
C 1.92 1.57 1.11
C 2.77 1.61 2.38
C 2.35 2.71 3.38
C 0.90 2.62 3.86
N 0.18 3.90 3.77
C 0.07 4.40 2.39
C -1.16 3.80 4.28
C -1.95 2.55 4.02
O -1.65 4.74 4.87
C 0.92 0.25 -1.17
P 1.00 -0.93 -2.53
O 2.28 -1.62 -2.71
O -0.22 -1.95 -2.31
O 0.61 -0.09 -3.85
H -1.51 -2.06 1.78
H -0.78 -1.17 0.45
H -1.95 -2.46 0.14
H -0.17 -3.85 -0.14
H -0.04 -3.83 1.61
H 2.12 -3.41 1.00
H 1.71 -2.64 -0.50
H 0.94 -1.01 1.92
H 2.62 -1.44 1.90
H 2.20 2.40 0.45
H 0.85 1.67 1.31
H 3.79 1.85 2.07
H 2.83 0.64 2.89
H 3.01 2.60 4.24
H 2.59 3.69 2.96
H 0.92 2.36 4.92
H 0.39 1.80 3.36
H -0.73 3.91 1.82
H -0.18 5.46 2.43
H 1.01 4.31 1.86
H -3.01 2.71 4.19
H -1.60 1.74 4.67
H -1.82 2.20 2.99
H -0.07 0.26 -0.70
H 1.08 1.24 -1.59
H -1.01 -1.44 -2.05
H -0.24 0.36 -3.76
C -0.76 -6.10 -5.58
C -0.61 -5.88 -4.09
O -0.99 -6.70 -3.28
C 0.03 -4.59 -3.66
H -1.23 -7.07 -5.75
H -1.37 -5.31 -6.01
H 0.22 -6.09 -6.06
H -0.55 -3.74 -4.02
H 1.04 -4.52 -4.07
H 0.09 -4.55 -2.58
C -4.81 5.32 4.59
C -6.02 4.47 4.30
O -5.92 3.27 4.16
C -7.35 5.17 4.19
H -3.93 4.70 4.65
H -4.67 6.06 3.80
H -4.94 5.85 5.54
H -7.32 5.90 3.38
H -7.58 5.68 5.12
H -8.13 4.44 3.98
C 4.97 -3.25 -5.47
C 3.82 -3.08 -6.43
O 3.57 -3.90 -7.28
C 3.00 -1.83 -6.26
H 5.49 -4.18 -5.68
H 5.67 -2.42 -5.57
H 4.60 -3.27 -4.44
H 3.61 -0.94 -6.38
H 2.56 -1.82 -5.26
H 2.20 -1.82 -7.00
```

As for the structure (SMILES): CCCCP(CCCCN(C)C(C)=O)CP(=O)(O)O.CC(C)=O.CC(C)=O.CC(C)=O. As for the HOMO-LUMO gap: 8.45 eV. The value obtained for the HOMO energy is -8.75 eV. As for the LUMO energy: -0.29 eV. The calculation puts the total energy at -56908.9894 eV.

Atom charges from the Mulliken analysis, given in e for atoms 1 to 2: atom 1 (C): -0.766, atom 2 (C): -0.404